[1]
C12H48N24O12 | ωB97M-V/def2-TZVPD

Computed properties:
net charge = 0
SMILES = NC(N)=O.NC(N)=O.NC(N)=O.NC(N)=O.NC(N)=O.NC(N)=O.NC(N)=O.NC(N)=O.NC(N)=O.NC(N)=O.NC(N)=O.NC(N)=O
HOMO level = -8.894 eV
energy relative to the best compared isomer or geometry (same formula, charge and spin) = 1275.7 kJ/mol

Geometry (Å):
N 5.126 -1.327 -6.208
C 3.841 -1.256 -6.295
N 3.323 -1.872 -7.385
O 3.129 -0.622 -5.501
H 5.537 -2.141 -6.643
H 5.675 -0.641 -5.710
H 2.404 -1.610 -7.713
H 4.004 -2.232 -8.038
N 0.435 0.438 1.067
C -0.714 -0.091 1.076
N -1.178 -0.086 -0.133
O -1.242 -0.767 1.924
H 0.819 0.871 0.240
H 0.891 0.390 1.967
H -0.523 0.272 -0.813
H -1.898 -0.754 -0.369
N -0.777 -6.354 -6.226
C -1.836 -6.063 -5.613
N -1.961 -4.863 -5.359
O -2.525 -6.920 -5.075
H -0.563 -7.332 -6.360
H -0.288 -5.681 -6.798
H -1.411 -4.187 -5.869
H -2.582 -4.621 -4.599
N -6.890 -0.697 -4.102
C -7.185 -1.368 -3.010
N -8.294 -1.028 -2.476
O -6.393 -2.181 -2.508
H -6.084 -0.612 -4.704
H -7.668 -0.238 -4.553
H -8.639 -1.375 -1.593
H -8.842 -0.413 -3.062
N -2.710 1.925 -6.875
C -2.301 1.436 -8.058
N -2.499 2.277 -9.000
O -1.835 0.302 -8.258
H -2.568 1.422 -6.011
H -3.274 2.762 -6.911
H -2.205 1.960 -9.913
H -2.967 3.157 -8.834
N -0.015 8.483 4.731
C 0.176 8.214 3.491
N 0.279 6.885 3.368
O 0.177 8.980 2.598
H -0.301 7.715 5.321
H -0.324 9.400 5.019
H 0.138 6.457 4.272
H 0.538 6.318 2.574
N -2.785 2.248 10.112
C -2.239 2.362 8.918
N -2.354 1.342 8.121
O -1.794 3.395 8.535
H -3.187 1.366 10.397
H -2.759 3.115 10.629
H -1.847 1.307 7.248
H -2.685 0.421 8.371
N 1.488 7.144 -3.109
C 1.731 5.839 -3.142
N 2.111 5.473 -4.382
O 1.674 5.100 -2.180
H 1.562 7.886 -3.790
H 1.459 7.530 -2.177
H 2.064 6.072 -5.195
H 2.056 4.466 -4.436
N 3.791 1.743 7.126
C 4.071 0.526 6.641
N 4.464 0.613 5.472
O 3.997 -0.558 7.206
H 3.621 1.818 8.119
H 4.198 2.494 6.587
H 5.043 -0.201 5.319
H 4.689 1.522 5.096
N -0.298 -3.744 8.316
C -0.588 -4.365 7.167
N 0.270 -3.995 6.331
O -1.330 -5.325 7.119
H 0.316 -2.962 8.491
H -0.977 -4.031 9.007
H 1.162 -3.800 6.764
H -0.015 -3.407 5.560
N -3.037 -7.213 0.377
C -3.429 -8.398 0.866
N -3.906 -9.100 -0.059
O -3.371 -8.660 2.066
H -3.213 -7.022 -0.599
H -2.434 -6.647 0.956
H -3.909 -8.846 -1.037
H -4.429 -9.917 0.222
N 7.099 2.030 -1.031
C 7.694 1.009 -0.612
N 8.693 1.382 0.155
O 7.428 -0.123 -0.984
H 6.394 1.906 -1.744
H 7.322 2.847 -0.481
H 9.396 0.661 0.234
H 8.792 2.366 0.360

Cartesian forces, eV/Å:
N 4.2 -0.9 0.1
C -4.7 2.3 1.2
N -0.2 -1.0 -0.8
O 0.6 -0.4 -0.8
H 0.6 0.6 0.2
H -0.3 -0.6 0.2
H 0.2 -0.2 0.3
H -0.6 0.2 -0.3
N 5.7 2.9 2.6
C -2.7 -3.6 -0.1
N -2.5 0.5 -4.6
O -0.6 -0.1 2.6
H 0.3 0.0 0.8
H 0.6 0.5 -0.5
H -1.0 -0.5 -0.6
H 0.2 0.3 -0.2
N 6.0 -2.6 -4.8
C -2.7 -5.7 3.0
N -1.8 8.8 1.4
O -1.2 -1.2 0.3
H -0.1 0.3 -0.2
H 0.1 -0.3 0.2
H -0.3 0.3 0.7
H 0.0 0.4 -0.5
N -0.5 2.7 -4.1
C 5.8 -3.6 1.4
N -4.7 1.6 1.3
O -0.6 0.4 -0.2
H 0.3 -1.1 1.0
H 0.2 0.1 0.0
H 0.2 -0.1 -0.5
H -0.5 -0.1 0.9
N -0.4 0.3 1.7
C 0.8 -4.1 2.1
N -0.4 2.8 -4.2
O -0.1 1.0 0.6
H -0.2 0.1 -0.4
H 0.2 -0.3 0.7
H -0.3 0.5 0.0
H 0.3 -0.2 -0.5
N -1.0 2.0 5.8
C -0.1 -2.2 -2.4
N 0.3 -2.8 0.3
O 0.5 2.9 -3.0
H 0.1 0.7 0.3
H 0.1 -0.2 -0.3
H 0.4 -1.0 -0.9
H -0.2 0.6 0.1
N -0.7 -0.4 2.2
C -0.7 0.7 0.1
N 0.0 -4.4 -2.9
O 1.9 3.2 -0.9
H 0.0 0.6 0.5
H -0.3 -0.6 0.4
H -0.1 0.6 0.2
H -0.1 0.3 0.4
N -0.9 3.4 2.3
C 0.6 0.3 -0.8
N 0.3 -2.1 -0.6
O -0.1 -0.2 0.1
H 0.2 -0.9 -0.4
H -0.2 -0.1 0.0
H -0.1 -0.4 0.3
H 0.3 0.1 -0.9
N -0.9 1.3 1.8
C -2.1 -1.0 6.4
N 3.3 -0.5 -8.1
O -0.4 0.0 1.0
H 0.0 0.3 -0.3
H -0.4 0.2 0.9
H 0.1 0.2 -1.3
H 0.3 -0.6 -0.4
N -1.9 0.1 3.9
C -2.4 -3.0 4.6
N 5.5 2.2 -7.4
O -1.4 0.5 -0.4
H -0.4 -0.2 -0.4
H 0.5 0.3 0.7
H -0.1 0.6 -0.6
H 0.4 -0.5 -0.3
N 1.1 2.0 -0.2
C 1.8 3.5 4.5
N -3.3 -5.4 -4.2
O 0.0 -0.5 -0.3
H 0.5 0.5 0.4
H -0.3 0.1 -0.4
H 0.0 -0.1 0.4
H 0.2 0.0 -0.3
N -3.9 5.2 -2.2
C 0.9 -4.5 -0.6
N 2.8 -0.9 2.5
O 0.4 -0.9 0.2
H -0.2 0.6 0.5
H -1.1 0.5 -1.2
H 0.3 0.7 0.6
H 0.9 -0.7 0.1

=====

[2]
C12H48N4O12 | ωB97M-V/def2-TZVPD

Computed properties:
net charge = 0
SMILES = NC(N)=O.NC(N)=O.CO.CO.CO.CO.CO.CO.CO.CO.CO.CO
HOMO level = -9.632 eV
energy relative to the best compared isomer or geometry (same formula, charge and spin) = 92.0 kJ/mol

Geometry (Å):
N 4.685 1.343 2.833
C 3.840 1.928 2.011
N 4.167 3.313 1.801
O 2.872 1.371 1.553
H 5.146 1.919 3.501
H 4.399 0.411 3.124
H 5.143 3.465 1.528
H 3.600 3.651 1.031
N -0.657 -3.854 -2.932
C -1.523 -2.944 -2.202
N -2.704 -2.782 -2.910
O -1.305 -2.429 -1.120
H 0.081 -4.314 -2.458
H -1.178 -4.478 -3.552
H -3.486 -2.227 -2.583
H -2.875 -3.145 -3.819
C -1.448 3.329 -2.672
O -1.295 3.468 -4.064
H -1.861 2.313 -2.525
H -0.445 3.302 -2.229
H -2.180 4.088 -2.260
H -0.514 3.984 -4.280
C 2.265 -2.307 -1.117
O 1.382 -3.228 -0.450
H 3.237 -2.745 -1.361
H 1.794 -1.968 -2.038
H 2.473 -1.386 -0.528
H 0.495 -2.834 -0.625
C -2.243 -2.881 3.306
O -1.165 -2.996 4.227
H -3.203 -2.542 3.747
H -1.846 -2.249 2.516
H -2.491 -3.817 2.837
H -1.429 -3.529 5.009
C -2.214 3.547 1.884
O -1.981 3.791 0.533
H -2.585 2.553 2.111
H -1.402 3.641 2.604
H -3.017 4.255 2.089
H -1.101 3.509 0.262
C 3.053 -1.902 2.358
O 3.491 -1.286 3.489
H 2.229 -1.387 1.856
H 3.822 -1.995 1.589
H 2.706 -2.917 2.532
H 2.754 -1.295 4.117
C 2.484 1.891 -3.136
O 2.137 0.528 -2.973
H 3.465 2.108 -3.564
H 1.792 2.202 -3.907
H 2.329 2.472 -2.225
H 2.710 0.210 -2.261
C -4.780 -0.823 0.540
O -3.691 -0.853 -0.363
H -4.460 -1.072 1.601
H -5.195 0.169 0.561
H -5.549 -1.565 0.232
H -3.077 -1.536 -0.067
C -0.892 -0.024 -4.626
O -2.309 0.075 -4.512
H -0.567 -0.856 -4.036
H -0.587 -0.175 -5.714
H -0.379 0.913 -4.317
H -2.513 0.985 -4.747
C 0.165 0.262 4.152
O 0.376 -0.843 5.082
H -0.891 0.435 3.993
H 0.560 1.120 4.690
H 0.656 0.169 3.172
H -0.166 -1.571 4.810
C -0.060 0.758 -0.379
O 0.445 2.041 -0.047
H -0.229 0.186 0.567
H -0.993 0.882 -0.939
H 0.670 0.233 -1.002
H 1.060 1.934 0.691

Cartesian forces, eV/Å:
N 0.9 -1.4 1.0
C 0.2 2.2 -0.2
N -0.2 -0.7 -1.0
O -1.1 -0.1 -0.9
H 0.4 0.2 0.3
H 0.1 0.0 0.2
H -0.4 -0.3 0.5
H -0.1 0.1 0.2
N -2.0 1.4 0.2
C -0.7 -1.8 -2.2
N 0.1 0.3 1.1
O 0.5 -0.1 -0.2
H 0.6 -0.1 0.8
H 0.4 0.4 0.4
H 0.7 0.3 0.5
H 0.5 -0.3 -0.5
C -0.5 -0.4 0.5
O -0.1 0.1 -1.2
H 0.0 0.6 0.2
H -0.4 0.4 0.5
H 1.1 -0.8 -0.2
H -0.2 0.0 0.2
C -0.2 0.4 0.2
O 0.1 1.0 -0.6
H -0.3 -0.3 0.2
H 0.1 0.0 -0.3
H -0.2 -0.5 0.0
H 0.3 -0.5 0.5
C -0.2 0.1 0.0
O -0.5 -0.7 1.0
H 0.7 0.4 -0.1
H -0.4 0.4 0.0
H 0.1 -0.7 -0.2
H 0.2 0.5 -0.9
C -0.9 0.1 0.5
O 0.7 0.1 -0.7
H -0.3 -0.5 -0.4
H 0.5 0.7 -0.3
H 0.1 -0.1 0.7
H 0.2 -0.4 0.1
C -1.0 -1.3 -2.4
O 0.5 0.9 1.8
H -0.1 0.2 0.1
H 0.4 0.2 0.3
H -0.1 -0.3 0.2
H 0.1 0.2 0.1
C -0.8 0.3 -0.7
O 1.0 -0.1 0.6
H 0.3 -0.5 0.3
H -0.3 0.6 0.0
H 0.0 0.0 0.0
H -0.2 -0.3 -0.1
C 0.2 -1.2 1.0
O 0.0 0.0 0.2
H -0.3 0.3 -1.1
H -0.2 0.4 -0.1
H 0.2 0.5 0.3
H 0.2 0.1 -0.3
C 0.4 0.9 -1.6
O 0.3 0.2 0.0
H 0.3 -0.4 0.3
H -0.3 -0.1 1.2
H -0.4 -0.6 0.1
H -0.2 0.0 0.0
C 0.3 -0.5 1.1
O 0.8 1.6 -0.7
H -0.4 0.0 -0.1
H 0.1 0.2 -0.3
H 0.1 -0.3 0.3
H -0.6 -0.9 -0.5
C 0.0 -0.5 0.6
O -0.1 0.7 0.2
H -0.1 0.2 -0.8
H 0.2 -0.1 0.3
H -0.2 -0.1 0.0
H 0.3 0.0 -0.2

=====

> Among the records above, which one has the highest energy relative to the best compared isomer or geometry (same formula, charge and spin)?

C12H48N24O12

=====

> Number 1 is which compound?

C12H48N24O12